The following is a DFT calculation (wB97M-V/def2-TZVPD) of 7 unconnected molecules or ions with the total composition C38H94Cl2O24P6.

Maximum force = 6.2 eV/Å
SMILES = CCOP(=O)(OCC)OCC.CCOP(=O)(OCC)OCC.CCOP(=O)(OCC)OCC.CCOP(=O)(OCC)OCC.CCOP(=O)(OCC)OCC.CCOP(=O)(OCC)OCC.ClCCCl
Gap between HOMO and LUMO = 10.49 eV
E_HOMO = -10.5 eV

ORCA input file:
```
! RIJCOSX wB97M-V def2-TZVPD def2/J DEFGRID3
* xyz 0 1
Cl -1.60 -0.83 -3.53
C -1.06 -1.66 -1.97
C -1.02 -3.16 -2.24
Cl -0.37 -3.91 -0.82
H -1.91 -1.70 -1.28
H -0.23 -1.14 -1.51
H -0.21 -3.31 -2.96
H -2.01 -3.56 -2.44
C -11.67 1.61 5.47
C -11.46 0.10 5.78
O -10.94 -0.58 4.59
P -9.72 -1.71 4.64
O -9.78 -2.76 5.62
O -8.42 -0.75 4.66
C -7.08 -1.16 5.03
C -6.11 -1.45 3.84
O -9.60 -2.27 3.14
C -9.45 -1.49 1.95
C -10.50 -0.35 1.68
H -10.99 2.06 6.19
H -11.41 1.90 4.46
H -12.67 1.90 5.80
H -10.69 0.03 6.55
H -12.36 -0.39 6.12
H -6.78 -0.31 5.64
H -6.93 -1.99 5.72
H -5.24 -2.06 4.08
H -6.58 -2.13 3.13
H -5.94 -0.56 3.24
H -8.50 -0.98 1.86
H -9.36 -2.13 1.07
H -11.52 -0.61 1.98
H -10.31 0.47 2.37
H -10.56 -0.01 0.65
C 3.59 2.10 -2.29
C 4.55 2.31 -1.04
O 5.87 2.00 -1.50
P 6.83 0.79 -0.85
O 8.10 1.29 -0.16
O 5.70 -0.07 -0.02
C 6.04 -1.33 0.55
C 4.82 -1.89 1.39
O 7.15 -0.21 -2.05
C 6.25 -0.60 -2.99
C 7.16 -1.08 -4.15
H 2.59 1.92 -1.89
H 3.55 2.97 -2.95
H 3.98 1.28 -2.90
H 4.49 3.35 -0.72
H 4.08 1.64 -0.32
H 6.49 -2.04 -0.14
H 6.76 -1.26 1.37
H 3.94 -2.19 0.83
H 5.13 -2.89 1.71
H 4.57 -1.28 2.25
H 5.71 -1.39 -2.48
H 5.72 0.29 -3.31
H 7.92 -0.38 -4.50
H 7.74 -1.92 -3.77
H 6.53 -1.60 -4.87
C -7.01 5.07 4.07
C -6.38 4.78 5.51
O -5.07 5.16 5.68
P -4.01 4.34 6.64
O -2.94 5.19 7.15
O -4.95 3.53 7.72
C -4.85 3.77 9.11
C -5.81 4.78 9.68
O -3.47 3.25 5.57
C -2.18 2.87 5.60
C -1.58 2.13 4.47
H -8.09 5.04 4.14
H -6.67 6.01 3.63
H -6.73 4.26 3.39
H -6.85 5.27 6.37
H -6.52 3.71 5.66
H -4.89 2.90 9.76
H -3.80 4.02 9.32
H -5.59 5.06 10.71
H -5.76 5.73 9.14
H -6.87 4.54 9.75
H -1.63 3.81 5.67
H -2.00 2.33 6.53
H -1.72 1.06 4.59
H -2.04 2.54 3.58
H -0.50 2.28 4.44
C 6.47 -14.33 3.34
C 6.04 -15.08 2.06
O 6.99 -14.70 1.01
P 6.53 -13.75 -0.21
O 7.69 -13.07 -0.88
O 5.61 -14.72 -1.15
C 6.08 -15.13 -2.44
C 5.33 -16.38 -2.66
O 5.51 -12.70 0.54
C 4.70 -11.86 -0.22
C 3.74 -11.16 0.78
H 5.70 -14.42 4.11
H 7.50 -14.61 3.56
H 6.37 -13.29 3.05
H 6.09 -16.15 2.23
H 5.05 -14.71 1.79
H 5.95 -14.29 -3.11
H 7.12 -15.44 -2.39
H 4.32 -15.98 -2.59
H 5.41 -16.93 -3.60
H 5.20 -17.03 -1.80
H 5.27 -11.10 -0.76
H 4.14 -12.36 -1.01
H 3.03 -10.64 0.15
H 3.12 -11.80 1.42
H 4.27 -10.43 1.39
C 1.90 10.99 0.45
C 2.64 9.65 0.76
O 1.84 8.48 0.72
P 0.55 8.15 1.77
O -0.30 9.33 2.13
O 1.28 7.51 3.03
C 1.41 8.31 4.15
C 2.60 7.69 4.84
O -0.24 6.88 1.06
C -1.55 7.03 0.71
C -2.06 5.59 0.83
H 2.56 11.83 0.65
H 1.56 11.15 -0.57
H 1.18 11.37 1.17
H 3.47 9.52 0.07
H 3.13 9.82 1.72
H 1.62 9.33 3.83
H 0.48 8.34 4.71
H 2.77 7.86 5.90
H 2.43 6.61 4.81
H 3.48 7.99 4.28
H -2.04 7.75 1.37
H -1.47 7.45 -0.29
H -2.21 5.06 1.77
H -2.99 5.45 0.26
H -1.44 4.85 0.31
C 2.40 5.51 -12.39
C 1.43 4.30 -12.67
O 1.28 3.40 -11.60
P 2.65 2.55 -11.21
O 3.44 2.07 -12.40
O 3.40 3.55 -10.12
C 4.04 2.99 -9.09
C 5.11 4.09 -8.70
O 2.14 1.22 -10.32
C 0.97 1.32 -9.62
C -0.16 0.60 -10.31
H 2.88 5.99 -13.24
H 1.96 6.33 -11.82
H 3.31 5.19 -11.89
H 0.41 4.56 -12.93
H 1.77 3.78 -13.56
H 3.44 2.70 -8.23
H 4.65 2.12 -9.39
H 4.68 5.08 -8.63
H 5.49 3.91 -7.69
H 5.98 4.13 -9.35
H 1.19 0.77 -8.70
H 0.71 2.36 -9.40
H -0.95 0.39 -9.59
H -0.56 1.25 -11.09
H 0.10 -0.37 -10.73
*
```

These are the Löwdin partial charges, in e, on atoms 1 to 5: number 1, Cl, carries 0.4908; number 2, C, carries -0.6273; number 3, C, carries -0.7257; number 4, Cl, carries 0.5921; number 5, H, carries 0.0587

The following is a DFT calculation (wB97M-V/def2-TZVPD) of 9 unconnected molecules or ions with the total composition C38H95N5O9.

Maximum force = 1.9 eV/Å
SMILES = CC1(C)CCCC(C)(C)N1O.CC1(C)CCCC(C)(C)N1O.COC[C@H](C)N.COC[C@H](C)N.COC[C@H](C)N.CCO.CCO.CCO.CCO
Gap between HOMO and LUMO = 8.14 eV
E_HOMO = -8.0 eV

ORCA input file:
```
! RIJCOSX wB97M-V def2-TZVPD def2/J DEFGRID3
* xyz 0 1
C 2.09 6.50 -3.08
C 2.29 5.03 -3.31
C 0.99 4.25 -3.56
O 0.15 4.45 -2.46
C -1.07 3.75 -2.53
N 3.27 4.84 -4.40
H 1.26 6.73 -2.40
H 1.85 7.07 -3.98
H 3.01 6.94 -2.70
H 2.67 4.59 -2.38
H 1.26 3.20 -3.74
H 0.54 4.69 -4.47
H -0.91 2.76 -2.06
H -1.44 3.48 -3.53
H -1.85 4.29 -2.02
H 2.80 5.05 -5.27
H 3.47 3.84 -4.43
C -3.02 -6.74 -2.32
C -2.72 -5.67 -3.34
C -1.36 -5.03 -3.11
O -0.85 -4.33 -4.26
C -1.60 -3.20 -4.61
N -2.85 -6.30 -4.67
H -2.31 -7.57 -2.41
H -4.00 -7.19 -2.50
H -3.01 -6.42 -1.27
H -3.49 -4.90 -3.32
H -0.58 -5.76 -2.88
H -1.44 -4.26 -2.33
H -0.95 -2.68 -5.31
H -1.86 -2.55 -3.77
H -2.55 -3.48 -5.08
H -2.03 -6.90 -4.80
H -2.67 -5.60 -5.39
C 0.87 -5.22 2.00
C 1.32 -5.11 0.54
C 2.71 -4.50 0.45
O 2.83 -3.31 1.18
C 2.20 -2.19 0.57
N 1.32 -6.41 -0.15
H 1.36 -6.03 2.54
H -0.22 -5.33 2.05
H 1.14 -4.28 2.49
H 0.59 -4.50 -0.01
H 3.00 -4.36 -0.60
H 3.43 -5.22 0.87
H 1.11 -2.26 0.64
H 2.57 -2.09 -0.45
H 2.52 -1.33 1.16
H 2.02 -7.01 0.27
H 0.43 -6.87 0.01
C -4.27 4.45 1.98
C -4.26 3.17 1.15
C -3.25 2.19 1.76
C -3.54 0.71 1.65
C -5.01 0.33 1.74
C -5.95 1.21 0.92
N -5.61 2.61 1.17
O -6.55 3.51 0.64
C -5.78 0.83 -0.55
C -7.37 0.97 1.42
C -3.82 3.53 -0.28
H -3.25 4.83 2.05
H -4.55 4.18 3.01
H -4.98 5.15 1.58
H -2.26 2.40 1.34
H -3.14 2.49 2.81
H -2.91 0.18 2.37
H -3.11 0.31 0.72
H -5.29 0.26 2.80
H -5.10 -0.69 1.36
H -6.27 -0.12 -0.80
H -6.19 1.54 -1.28
H -4.73 0.67 -0.80
H -7.75 -0.02 1.18
H -7.45 1.21 2.48
H -8.04 1.73 1.01
H -2.78 3.85 -0.27
H -4.34 4.43 -0.63
H -3.95 2.71 -0.99
H -6.41 3.52 -0.32
C 0.71 1.26 5.33
C 1.42 0.57 4.13
C 2.79 1.20 3.94
C 3.89 0.71 4.87
C 3.85 -0.80 4.84
C 2.52 -1.44 5.22
N 1.51 -0.89 4.30
O 0.24 -1.47 4.52
C 2.66 -2.93 4.91
C 2.23 -1.29 6.72
C 0.59 0.86 2.89
H -0.08 0.61 5.71
H 0.20 2.17 5.00
H 1.34 1.50 6.19
H 3.12 0.98 2.92
H 2.69 2.29 4.00
H 3.81 1.11 5.89
H 4.87 1.05 4.52
H 4.59 -1.23 5.54
H 4.17 -1.18 3.87
H 3.41 -3.44 5.52
H 1.69 -3.40 5.11
H 2.72 -3.09 3.83
H 3.04 -1.78 7.25
H 2.19 -0.26 7.06
H 1.27 -1.74 7.01
H 0.97 0.25 2.06
H 0.68 1.91 2.62
H -0.45 0.56 3.05
H 0.03 -1.33 5.45
C 2.33 3.49 1.50
C 1.13 3.18 0.64
O 0.30 4.34 0.45
H 3.19 3.81 0.91
H 2.67 2.58 2.01
H 2.08 4.22 2.27
H 0.52 2.38 1.08
H 1.44 2.86 -0.36
H 0.24 4.47 -0.50
C 5.97 0.75 -1.72
C 4.86 -0.04 -2.40
O 3.68 0.77 -2.64
H 6.01 1.76 -2.13
H 6.92 0.28 -1.99
H 5.86 0.75 -0.64
H 4.52 -0.83 -1.74
H 5.15 -0.45 -3.37
H 3.81 1.29 -3.44
C 0.66 0.16 -1.32
C -0.60 0.19 -0.50
O -1.69 -0.51 -1.12
H 1.39 0.84 -0.88
H 0.42 0.59 -2.30
H 1.07 -0.84 -1.46
H -0.90 1.22 -0.29
H -0.44 -0.23 0.50
H -1.36 -0.94 -1.91
C 1.83 -1.33 -5.89
C 1.10 -0.55 -4.81
O 1.19 0.87 -5.07
H 1.16 -1.98 -6.47
H 2.69 -1.92 -5.58
H 2.13 -0.64 -6.68
H 1.57 -0.75 -3.84
H 0.02 -0.68 -4.73
H 2.09 1.16 -4.92
*
```

These are the Löwdin partial charges, in e, on atoms 1 to 5: number 1, C, carries -0.0668; number 2, C, carries -0.4460; number 3, C, carries -0.1998; number 4, O, carries -0.2091; number 5, C, carries -0.0806

Question: Which of these has the lowest E_HOMO?
Answer: C38H94Cl2O24P6

Question: Among the records above, which one has the highest E_HOMO?
Answer: C38H95N5O9

Question: The lowest E_HOMO belongs to which entry?
Answer: C38H94Cl2O24P6

Question: Look up the E_HOMO of the second one.
Answer: -8.0 eV